DFT (ωB97M-V with the def2-TZVPD basis set) results for a 19-piece molecular cluster, C50H78N22O8P2S3 overall.

Gap between HOMO and LUMO ... 0.298 hartree
DFT total energy ... -153330.3942 eV

```
163
C50H78N22O8P2S3, DFT ωB97M-V with the def2-TZVPD basis set
C 2.0937 6.9840 -1.4584
C 2.7640 5.4978 -1.6118
C 2.1891 4.3101 -0.6231
N 2.2250 4.7192 0.8645
C 3.3510 5.3919 1.2076
O 4.5347 6.0474 1.3505
C 0.5855 3.9644 -0.8564
C -0.4823 5.1511 -0.5688
C -1.0285 5.6613 -2.0681
C -2.1055 4.5662 -2.7307
C -3.5294 4.5437 -1.9188
S -4.9753 3.8440 -2.9539
C -6.0730 3.0382 -1.6484
N -7.5087 3.2896 -1.2440
N -7.6533 2.3644 -0.1846
C -6.3612 1.5758 0.0757
O -5.3327 2.0090 -0.8900
C 0.0175 2.6574 -0.0405
P -0.3748 2.8887 1.7953
S 1.0240 2.5114 3.0672
S 1.0694 1.1824 -0.4996
O 0.2119 0.2262 -1.4217
O 1.5353 0.2935 0.6724
O 2.2836 1.8079 -1.4989
C 3.0504 2.9031 -0.9017
N 3.7593 2.3548 0.3094
C 4.2748 3.1022 -2.0294
P 5.2670 1.4810 -2.3430
O 6.1293 1.0058 -1.0865
O 6.4713 1.9155 -3.5763
O 4.3205 0.1966 -3.0659
H 1.7548 7.1360 -0.3237
H 2.9308 7.8213 -1.6200
H 1.2534 7.2397 -2.2321
H 2.5211 5.1470 -2.7271
H 3.9274 5.7227 -1.4644
H 0.5057 3.6762 -2.0130
H -0.0844 6.0520 0.0880
H -1.4884 4.8065 -0.0247
H -1.4683 6.7518 -2.0210
H -0.0869 5.6196 -2.8009
H -1.6482 3.4835 -2.7199
H -2.3425 4.8999 -3.8514
H -3.3846 3.7820 -1.0136
H -3.8600 5.5703 -1.4629
H -6.1209 0.7605 0.8812
H -1.0450 2.4447 -0.5508
H -1.5219 2.0362 2.1321
H -0.8338 4.2594 2.0594
H 4.5833 2.9282 0.6005
H 3.1606 2.2761 1.1551
H 3.8375 3.4041 -3.0987
H 5.0868 3.8899 -1.6476
H 7.0802 1.1013 -3.5769
H 3.8580 -0.3585 -2.3544
C -1.8982 -1.3178 2.8156
C -2.6294 -0.0345 3.1749
N -3.2359 1.0301 3.4729
H -2.5249 -1.9344 2.1656
H -0.9668 -1.0825 2.2933
H -1.6649 -1.8806 3.7236
C -2.6203 -1.6608 -1.3241
C -2.1419 -2.4809 -0.1370
N -1.7450 -3.1612 0.8477
H -2.9763 -0.6846 -0.9836
H -1.7990 -1.5136 -2.0308
H -3.4376 -2.1808 -1.8313
C -1.5982 -5.6097 4.5797
C -2.3294 -4.3264 4.9390
N -2.9359 -3.2619 5.2370
H -2.2249 -6.2264 3.9297
H -0.6668 -5.3744 4.0574
H -1.3649 -6.1726 5.4877
C 2.0466 8.2600 -5.6414
C 2.9064 7.0707 -5.2452
N 3.6197 6.0842 -4.9166
H 1.3709 8.5208 -4.8223
H 2.6820 9.1209 -5.8667
H 1.4543 8.0132 -6.5267
C -3.8203 -8.4182 1.5902
C -3.3419 -9.2383 2.7773
N -2.9450 -9.9186 3.7620
H -4.1763 -7.4421 1.9307
H -2.9990 -8.2710 0.8835
H -4.6376 -8.9383 1.0830
C -5.3612 3.6296 -7.0020
C -3.9059 3.7344 -7.4284
N -2.6987 3.8215 -7.7820
H -5.9509 3.1687 -7.7992
H -5.4421 3.0173 -6.0997
H -5.7613 4.6256 -6.7936
C -4.7389 0.6544 -9.8841
C -5.0668 0.2157 -8.4661
N -5.3388 -0.1482 -7.2899
H -3.6919 0.4343 -10.1097
H -5.3761 0.1222 -10.5958
H -4.9075 1.7296 -9.9901
C -6.0499 -6.9425 5.7713
C -5.2001 -6.5717 4.5667
N -4.4950 -6.2642 3.5676
H -6.9940 -6.3914 5.7452
H -6.2632 -8.0149 5.7612
H -5.5179 -6.6939 6.6936
C 8.8905 -2.0544 -2.3643
C 9.0515 -0.8176 -3.2332
N 9.1851 0.2084 -3.9539
H 9.6243 -2.8115 -2.6539
H 9.0431 -1.7942 -1.3133
H 7.8855 -2.4676 -2.4866
C -0.3578 1.8297 -9.5579
C -1.2047 1.0773 -10.5714
N -1.9073 0.4533 -11.4122
H 0.6144 1.3413 -9.4488
H -0.2036 2.8593 -9.8919
H -0.8611 1.8417 -8.5872
C 12.5466 -0.0866 -3.9038
C 13.4064 -1.2758 -3.5075
N 14.1197 -2.2623 -3.1789
H 11.8709 0.1742 -3.0846
H 13.1820 0.7743 -4.1290
H 11.9543 -0.3334 -4.7891
C 15.3790 -0.8585 0.2373
C 14.9997 0.6119 0.3050
N 14.6850 1.8316 0.3610
H 14.9630 -1.3908 1.0971
H 14.9859 -1.3032 -0.6810
H 16.4674 -0.9635 0.2463
C 6.7047 5.2761 -7.4764
C 6.2518 6.7059 -7.7237
N 5.8761 7.8920 -7.9288
H 7.5494 5.2675 -6.7821
H 5.8847 4.6943 -7.0466
H 7.0133 4.8146 -8.4184
C -5.7578 -7.2030 9.9632
C -6.6047 -7.9553 8.9497
N -7.3073 -8.5794 8.1089
H -4.7856 -7.6913 10.0723
H -5.6036 -6.1733 9.6292
H -6.2611 -7.1909 10.9339
C -7.6476 -6.7250 0.8019
C -6.5178 -7.3131 -0.0277
N -5.5805 -7.8009 -0.7159
H -7.5170 -6.9942 1.8536
H -7.6491 -5.6354 0.7107
H -8.6081 -7.1130 0.4517
C -6.0059 -0.2200 4.7777
C -7.1584 -0.6573 3.8882
N -8.1144 -1.0199 3.1503
H -5.7213 -1.0364 5.4471
H -5.1438 0.0537 4.1633
H -6.3048 0.6442 5.3771
C -1.6529 -8.3820 11.1426
C -2.3842 -7.0987 11.5019
N -2.9906 -6.0342 11.7999
H -2.2797 -8.9987 10.4926
H -0.7216 -8.1468 10.6203
H -1.4197 -8.9449 12.0505
C -2.6937 -3.5219 14.3234
C -3.0216 -3.9606 15.7414
N -3.2936 -4.3245 16.9177
H -1.6467 -3.7420 14.0978
H -3.3308 -4.0541 13.6118
H -2.8623 -2.4467 14.2175
```

Atom charges from the Löwdin analysis, given in e for atoms 1 to 99: C -0.122; C -0.181; C -0.270; N 0.097; C -0.050; O 0.010; C -0.251; C -0.176; C -0.187; C -0.233; C -0.477; S 0.824; C -0.477; N 0.015; N -0.035; C -0.020; O -0.133; C -0.454; P 0.355; S 0.150; S 0.806; O -0.377; O -0.358; O -0.243; C -0.431; N 0.082; C -0.138; P 0.746; O -0.406; O -0.245; O -0.231; H 0.083; H 0.099; H 0.059; H 0.101; H 0.128; H 0.155; H 0.119; H 0.096; H 0.124; H 0.102; H 0.115; H 0.120; H 0.080; H 0.099; H 0.135; H 0.128; H -0.038; H 0.008; H 0.106; H 0.037; H 0.121; H 0.136; H 0.026; H 0.100; C -0.098; C -0.177; N 0.076; H 0.019; H 0.073; H 0.042; C -0.054; C -0.160; N 0.100; H 0.070; H 0.070; H 0.081; C -0.077; C -0.202; N 0.088; H 0.031; H 0.079; H 0.077; C -0.067; C -0.188; N 0.098; H 0.068; H 0.082; H 0.080; C -0.129; C -0.222; N 0.063; H 0.003; H 0.079; H 0.039; C -0.080; C -0.197; N 0.086; H 0.067; H 0.057; H 0.078; C -0.084; C -0.215; N 0.079; H 0.011; H 0.080; H 0.069; C -0.080; C -0.130